Record 1
{
  "formula": "C3H9OPS2",
  "method": "the ωB97M-V functional and the def2-TZVPD basis",
  "lumo_ev": -1.27,
  "multiplicity": 1,
  "e_homo_ha": -0.348,
  "charge": 0,
  "elements": ["C", "C", "C", "O", "P", "S", "S", "H", "H", "H", "H", "H", "H", "H", "H", "H"],
  "xyz": [[0.98396, 0.59011, -0.98867], [1.10545, -1.82360, -0.29315], [0.65054, -0.44337, 0.16191], [-1.65521, 2.71755, 1.32194], [-1.21456, -0.56499, 0.22782], [-2.00494, -0.18787, -1.52049], [-2.02430, -1.18903, 1.91269], [2.13180, 0.90183, -1.12738], [0.74076, 0.13968, -1.93803], [0.47979, 1.51171, -0.75664], [2.14543, -1.86991, -0.46857], [0.71018, -2.03766, -1.28086], [0.91058, -2.60637, 0.34831], [1.06087, -0.03940, 1.09287], [-2.24442, 3.12322, 1.93941], [-1.77592, 1.77810, 1.36883]],
  "forces_ev_per_a": [[2.586, 0.001, 0.701], [0.119, 1.138, -1.065], [0.095, 1.080, -1.492], [0.964, 0.496, -0.854], [-0.599, -0.316, -0.078], [0.220, -0.404, 1.619], [0.813, 0.733, -1.600], [-2.216, -1.058, 0.922], [-0.494, 0.289, -0.246], [-0.369, 0.399, -0.474], [1.486, 0.395, 0.051], [-0.520, -0.075, -0.057], [-0.816, -1.645, 1.538], [-0.251, -0.588, 0.088], [-0.599, 0.143, 0.607], [-0.419, -0.590, 0.342]]
}


Record 2
{
  "formula": "C5H14S",
  "method": "the ωB97M-V functional and the def2-TZVPD basis",
  "lumo_ev": 0.90,
  "multiplicity": 1,
  "e_homo_ha": -0.332,
  "charge": 0,
  "elements": ["C", "C", "C", "H", "H", "H", "H", "H", "H", "H", "H", "C", "C", "S", "H", "H", "H", "H", "H", "H"],
  "xyz": [[-2.53922, 0.01358, 1.25052], [-1.73712, 1.13677, 0.57524], [-1.73304, 1.03656, -0.93632], [-2.39349, -0.94218, 0.72103], [-3.60214, 0.22477, 1.15161], [-2.24089, -0.15419, 2.27866], [-0.69920, 1.13346, 0.92015], [-2.16622, 2.07715, 0.92666], [-1.29139, 1.93471, -1.37304], [-1.12554, 0.20009, -1.29221], [-2.74644, 0.89462, -1.33136], [1.96774, -1.48760, -0.88210], [3.07829, -0.88800, -0.02815], [3.07815, 0.92546, 0.01443], [2.35794, -1.69066, -1.88259], [1.12431, -0.81162, -0.95862], [1.53684, -2.41509, -0.47134], [3.09775, -1.20803, 1.00631], [4.07462, -1.09739, -0.41777], [1.95904, 1.11759, 0.72888]],
  "forces_ev_per_a": [[0.340, -0.413, -0.923], [-0.007, -0.348, 0.537], [-0.090, 0.176, -0.276], [0.129, 0.215, 0.136], [-0.110, 0.030, 0.330], [-0.216, 0.160, 0.258], [-0.024, -0.055, 0.098], [0.095, 0.161, -0.234], [-0.163, 0.002, -0.100], [-0.089, -0.076, 0.162], [0.159, 0.140, 0.006], [-0.066, -0.498, 0.058], [0.124, 0.360, 0.249], [0.076, 0.379, -0.122], [-0.280, 0.023, 0.041], [-0.046, 0.253, -0.125], [0.483, 0.146, -0.071], [-0.227, -0.305, 0.094], [-0.085, -0.209, -0.096], [-0.003, -0.142, -0.022]]
}


Record 3
{
  "formula": "C5H8",
  "method": "the ωB97M-V functional and the def2-TZVPD basis",
  "lumo_ev": 1.10,
  "multiplicity": 1,
  "e_homo_ha": -0.361,
  "charge": 0,
  "elements": ["C", "C", "C", "C", "C", "H", "H", "H", "H", "H", "H", "H", "H"],
  "xyz": [[2.50518, -0.11565, 0.05692], [1.33545, -0.17570, -0.32238], [-0.13555, -0.08456, -0.52981], [-0.52962, 1.31630, 0.07228], [-0.94001, -1.15783, 0.12991], [3.52385, -0.42543, 0.56581], [-0.35394, -0.15807, -1.56684], [-0.13008, 1.59447, 1.11467], [-1.66897, 1.41719, 0.09595], [0.02127, 2.02639, -0.60405], [-0.46768, -2.17818, 0.05833], [-1.18672, -0.88784, 1.29348], [-1.97318, -1.17109, -0.36428]],
  "forces_ev_per_a": [[0.062, -1.596, 0.695], [2.028, -0.046, 1.102], [1.117, 1.306, 1.949], [0.010, 0.789, -0.383], [-1.995, -1.035, 2.453], [-2.695, 1.173, -1.645], [-0.098, 0.475, -1.062], [-0.523, -1.187, -1.444], [1.608, 0.197, -0.316], [-1.189, -0.079, 0.590], [-0.627, 1.025, 0.149], [0.906, -0.831, -2.741], [1.395, -0.191, 0.654]]
}


Record 4
{
  "formula": "CH3NOS",
  "method": "the ωB97M-V functional and the def2-TZVPD basis",
  "lumo_ev": [0.78, -2.87],
  "multiplicity": 3,
  "e_homo_ha": [-0.205, -0.362],
  "charge": 0,
  "elements": ["C", "N", "O", "S", "H", "H", "H"],
  "xyz": [[-0.60795, 0.08298, -0.28718], [0.09298, -0.83124, 0.59544], [1.98771, 0.85796, -0.63900], [0.90907, 0.79259, 0.33960], [-0.36915, -0.23028, -1.34657], [-1.60962, 0.50511, -0.08655], [-0.40304, -1.17713, 1.42426]],
  "forces_ev_per_a": [[0.802, -1.954, -1.352], [-4.097, -4.164, 0.564], [0.945, 0.377, -2.339], [2.589, 5.799, 2.221], [-0.599, 0.431, 0.877], [0.705, -0.311, 0.041], [-0.346, -0.178, -0.011]]
}


Record 5
{
  "formula": "C38H27F9NO3S3Sc",
  "method": "the ωB97M-V functional and the def2-TZVPD basis",
  "lumo_ev": 4.14,
  "multiplicity": 1,
  "e_homo_ha": -0.047,
  "charge": -2,
  "elements": ["Sc", "O", "C", "C", "C", "C", "C", "C", "C", "C", "C", "O", "C", "C", "C", "C", "C", "C", "C", "C", "C", "C", "C", "C", "N", "C", "C", "C", "C", "C", "C", "C", "C", "C", "C", "C", "C", "H", "H", "H", "H", "H", "H", "H", "H", "H", "H", "H", "H", "H", "H", "H", "H", "H", "H", "H", "H", "H", "H", "H", "H", "H", "H", "H", "S", "C", "S", "S", "F", "C", "F", "F", "C", "O", "C", "F", "F", "F", "C", "F", "F", "F"],
  "xyz": [[-0.62881, -0.77967, -1.12496], [1.26579, -0.72827, -0.92526], [2.06809, -0.87877, 0.15424], [1.37809, -1.75477, 1.27484], [0.28209, -1.01577, 1.95584], [0.31619, -0.81697, 3.33254], [-0.70331, -0.10877, 3.94114], [-1.68681, 0.45003, 3.15104], [-1.65411, 0.23163, 1.77394], [-2.62461, 0.87613, 0.85734], [-1.85701, 1.81103, -0.16956], [-0.93021, 1.10273, -0.85986], [-2.94001, 2.39243, -1.10266], [-2.91701, 2.04843, -2.44646], [-3.91661, 2.47113, -3.30116], [-4.92471, 3.29133, -2.82716], [-4.92051, 3.68993, -1.50076], [-3.93761, 3.23823, -0.63846], [-1.22151, 3.03073, 0.51034], [-0.30891, 3.75663, -0.24846], [0.21329, 4.94993, 0.20954], [-0.15441, 5.44843, 1.44764], [-1.03551, 4.72003, 2.22334], [-1.56721, 3.52803, 1.75884], [-0.71471, -0.53737, 1.21144], [2.50449, 0.47413, 0.73814], [2.51349, 1.57753, -0.10616], [2.94789, 2.81223, 0.33974], [3.38639, 2.97283, 1.64384], [3.35499, 1.88823, 2.50134], [2.92789, 0.65123, 2.05004], [3.34709, -1.63307, -0.25546], [4.36569, -1.93277, 0.63674], [5.46149, -2.67067, 0.22754], [5.56439, -3.09527, -1.08686], [4.56739, -2.76907, -1.99056], [3.47099, -2.03737, -1.57786], [2.09609, -2.11907, 2.00774], [0.96299, -2.60357, 0.73844], [1.10839, -1.25787, 3.91804], [-0.71771, 0.01303, 5.01624], [-2.49391, 1.01223, 3.59824], [-3.39711, 1.42323, 1.39784], [-3.09841, 0.11163, 0.23094], [-2.10401, 1.43383, -2.80976], [-3.90471, 2.14703, -4.33036], [-5.71991, 3.61533, -3.48556], [-5.68881, 4.35923, -1.13236], [-3.94961, 3.55233, 0.39804], [-0.03141, 3.36013, -1.21226], [0.89269, 5.51643, -0.41076], [0.22629, 6.39953, 1.80184], [-1.33731, 5.08993, 3.19444], [-2.26381, 2.99823, 2.38844], [2.15049, 1.44203, -1.11446], [2.95749, 3.65733, -0.33476], [3.73359, 3.93763, 1.99564], [3.67479, 2.00053, 3.53134], [2.91709, -0.16897, 2.74984], [4.31009, -1.58887, 1.65904], [6.24059, -2.91537, 0.94034], [6.42069, -3.67657, -1.40506], [4.63959, -3.08577, -3.02206], [2.67449, -1.77517, -2.26086], [-3.56111, -1.17707, -4.84796], [-2.58351, -1.08767, -3.51706], [-0.86741, -0.87277, -3.67456], [-3.20981, -1.15947, -1.92016], [0.34989, -4.97417, 1.16904], [-0.85391, -4.85757, 0.58124], [-1.33971, -6.11557, 0.54224], [-1.62511, -4.18387, 1.43384], [-0.79731, -4.12787, -0.81076], [-0.77011, -2.82377, -0.67406], [0.46299, -4.66117, -1.56426], [0.52669, -4.21177, -2.81106], [1.59739, -4.30027, -0.95556], [0.52579, -6.01267, -1.63846], [-2.05801, -4.61367, -1.60186], [-2.01511, -5.92347, -1.95726], [-2.21161, -3.93917, -2.72296], [-3.16061, -4.49047, -0.85666]],
  "forces_ev_per_a": [[-1.441, -1.257, -0.920], [1.078, 0.171, 0.259], [0.696, -0.361, 0.776], [0.103, 0.189, -0.557], [-0.005, -0.137, 0.470], [-0.256, -0.078, 0.077], [0.144, -0.064, -0.076], [-0.026, -0.207, -0.059], [-0.067, 0.067, 0.454], [0.258, 0.167, -0.539], [-0.794, 0.288, 0.365], [-0.142, 1.220, 0.137], [0.150, -0.098, -0.087], [0.300, -0.118, 0.088], [-0.038, 0.165, -0.088], [-0.151, 0.042, -0.097], [-0.199, 0.151, 0.100], [-0.004, -0.072, 0.036], [0.106, -0.014, -0.044], [0.061, -0.022, 0.027], [0.008, 0.104, -0.154], [-0.026, 0.118, 0.160], [-0.063, 0.160, 0.180], [-0.024, -0.143, -0.053], [0.013, 0.060, 0.189], [-0.027, 0.106, -0.207], [-0.100, -0.059, -0.076], [0.187, 0.067, -0.050], [-0.019, 0.149, 0.059], [0.173, 0.048, 0.161], [-0.025, -0.021, -0.001], [-0.122, 0.094, -0.182], [-0.012, -0.076, 0.005], [0.186, -0.029, 0.106], [0.162, -0.121, -0.075], [0.144, -0.010, -0.069], [-0.181, 0.093, 0.014], [0.037, 0.026, 0.000], [0.056, -0.070, 0.039], [0.122, -0.008, 0.018], [-0.008, 0.045, 0.060], [-0.041, 0.108, -0.084], [0.021, -0.046, 0.019], [-0.067, 0.176, 0.067], [-0.076, -0.024, -0.013], [0.002, -0.079, -0.113], [-0.041, 0.052, -0.063], [-0.071, 0.004, 0.018], [0.003, 0.027, 0.062], [0.048, -0.054, -0.149], [0.127, 0.017, -0.098], [0.062, -0.030, -0.005], [0.009, 0.032, 0.094], [-0.103, -0.080, 0.029], [-0.056, 0.006, -0.066], [-0.055, 0.041, -0.062], [-0.045, 0.008, -0.012], [-0.008, 0.002, 0.009], [-0.014, -0.141, 0.046], [-0.005, -0.003, 0.115], [0.028, 0.003, 0.000], [0.039, -0.029, -0.006], [0.014, -0.046, -0.066], [-0.009, -0.060, -0.005], [-0.473, -0.040, -0.709], [0.113, 0.102, 0.401], [0.385, 0.017, -0.219], [-0.159, 0.043, 0.232], [0.295, 0.202, 0.048], [-0.139, -0.237, 0.387], [-0.084, -0.097, -0.178], [-0.116, 0.242, 0.054], [-0.060, -0.659, -0.142], [0.265, -0.041, 0.269], [0.381, -0.388, -0.100], [-0.166, 0.229, -0.190], [0.110, 0.402, 0.145], [-0.142, -0.200, 0.116], [-0.229, -0.226, -0.389], [0.139, -0.173, -0.028], [0.045, 0.096, -0.062], [-0.182, 0.283, 0.198]]
}


Record 6
{
  "formula": "C5H6O",
  "method": "the ωB97M-V functional and the def2-TZVPD basis",
  "lumo_ev": 1.05,
  "multiplicity": 1,
  "e_homo_ha": -0.358,
  "charge": 0,
  "elements": ["C", "C", "C", "C", "C", "O", "H", "H", "H", "H", "H", "H"],
  "xyz": [[2.13426, 0.89640, -0.57227], [1.34860, 0.16600, -0.01898], [0.25569, -0.53702, 0.60493], [-0.82399, -1.14164, -0.27880], [-1.09142, 0.14378, 0.43011], [-1.16119, 1.33114, -0.28133], [2.84662, 1.51853, -1.06667], [0.46525, -1.01777, 1.55671], [-0.66277, -1.08681, -1.35107], [-1.30428, -2.04833, 0.07814], [-1.76102, 0.12910, 1.28677], [-0.25325, 1.64552, -0.42389]],
  "forces_ev_per_a": [[-0.279, -0.317, 0.222], [0.291, 0.333, -0.221], [0.139, 0.037, 0.070], [-0.070, -0.110, -0.111], [-0.149, -0.193, 0.208], [0.120, 0.092, -0.047], [-0.059, -0.133, 0.084], [-0.017, 0.110, -0.177], [-0.017, 0.029, 0.171], [0.091, 0.161, -0.047], [0.111, -0.022, -0.120], [-0.161, 0.014, -0.032]]
}


Electronic energy values (in Ha) by entry order: -1332.673019; -597.068433; -195.205365; -567.849625; -4599.185208; -269.253567.
Energy above the lowest of the compared OMol25 structures with the same formula, charge and spin values (in eV) by entry order: 2.051; 0.241; 2.358; 3.787; 0.419; 2.522.